DFT (ωB97M-V/def2-TZVPD) results for an isolated molecule of C2H3NS2 at a distorted geometry.

SMILES string: S=CNC=S
Max |F| in eV Å⁻¹: 5.3
ΔE to the lowest compared entry with this formula, charge and spin in kcal per mole: 19.25
HOMO-LUMO gap in hartree: 0.272
Energy in eV: -25281.7352
Lowest unoccupied orbital energy in eV: -0.836

Structure (XYZ):
```
8
Properties=species:S:1:pos:R:3:forces:R:3
S -1.69854 -0.79663 -0.06981 0.06 0.03 0.08
C -1.31727 0.75225 0.17382 -1.05 -0.65 0.05
N -0.06562 1.30082 -0.07648 -3.54 3.87 1.00
C 1.15386 0.81801 -0.15660 2.05 -3.04 0.94
S 1.81888 -0.70272 0.07100 -1.01 1.65 -0.56
H -2.16703 1.41857 0.55205 1.83 -0.29 -0.60
H -0.07814 2.37264 0.05426 0.01 -2.40 -0.48
H 1.75951 1.67099 -0.19326 1.65 0.83 -0.43
```
Forces are in eV/Å.

DFT (ωB97M-V/def2-TZVPD) results for an isolated molecule of C2H3NS3 at a distorted geometry.

SMILES string: S=CS/C=N\S
Max |F| in eV Å⁻¹: 2.5
ΔE to the lowest compared entry with this formula, charge and spin in kcal per mole: 37.40
HOMO-LUMO gap in hartree: 0.313
Energy in eV: -36116.5037
Lowest unoccupied orbital energy in eV: -0.562

Structure (XYZ):
```
9
Properties=species:S:1:pos:R:3:forces:R:3
S -3.18876 -0.75037 -0.25151 -0.10 0.11 -0.13
C -1.73577 -0.18725 0.12412 0.66 -0.31 0.71
S -0.92180 1.08309 -0.74054 0.56 0.27 -0.15
C 0.74469 1.17791 -0.01437 1.15 -0.17 0.71
N 1.64095 0.26651 0.14370 -2.10 -0.50 -1.33
S 1.21329 -1.36085 -0.57191 1.09 1.49 1.26
H -1.17109 -0.57764 0.98541 -0.17 0.19 -0.35
H 1.07922 2.19970 0.32062 -0.66 -0.98 -0.35
H 2.33927 -1.85110 0.00448 -0.43 -0.10 -0.37
```
Forces are in eV/Å.

DFT (ωB97M-V/def2-TZVPD) results for a structure of composition C2H3NS3 at a distorted geometry.

Max |F| in eV Å⁻¹: 6.2
ΔE to the lowest compared entry with this formula, charge and spin in kcal per mole: 98.96
HOMO-LUMO gap (alpha / beta) in hartree: 0.218 / 0.218
Energy in eV: -36113.8345
Lowest unoccupied orbital energy (alpha / beta) in eV: -2.267 / -2.273

Structure (XYZ):
```
9
Properties=species:S:1:pos:R:3:forces:R:3
C 0.95541 -0.06667 -0.22890 0.95 0.06 -0.26
C 0.66223 1.04370 0.43742 -1.44 1.50 2.11
N 0.21874 -0.67745 -1.07545 -2.94 -5.37 -1.17
S -0.96888 1.72728 0.33079 0.92 -0.03 0.20
S -2.10408 -1.49194 0.74001 -0.09 0.85 -0.25
S -2.10331 0.16778 -0.27965 1.47 -1.65 -0.11
H 2.03999 -0.10011 -0.17642 0.66 -0.98 -0.26
H 1.37033 1.31759 1.20989 -0.37 0.72 -0.11
H -0.07043 -1.92018 -0.95770 0.84 4.89 -0.14
```
Forces are in eV/Å.

DFT (ωB97M-V/def2-TZVPD) results for an isolated molecule of C2H3NS3 at a distorted geometry.

Max |F| in eV Å⁻¹: 2.5
ΔE to the lowest compared entry with this formula, charge and spin in kcal per mole: 79.93
HOMO-LUMO gap (alpha / beta) in hartree: 0.249 / 0.217
Energy in eV: -36114.6594
Lowest unoccupied orbital energy (alpha / beta) in eV: -1.003 / -1.363

Structure (XYZ):
```
9
Properties=species:S:1:pos:R:3:forces:R:3
C -1.58070 -0.99866 -1.33784 -1.08 0.56 0.15
C 0.96792 -0.15626 -0.00195 0.47 2.42 0.45
N -2.22793 -0.02463 -0.96574 1.35 -1.37 -1.00
S 0.15596 -1.54664 -0.26040 0.26 0.02 0.01
S -2.29647 1.32062 -0.14560 -0.15 0.39 0.65
S 1.15117 1.15205 -1.15265 1.14 0.64 0.60
H -1.72622 -1.69786 -2.16705 0.10 0.34 0.51
H 1.45223 0.29720 0.90410 -0.85 -1.63 -0.17
H 1.94922 2.02064 -0.31466 -1.24 -1.36 -1.20
```
Forces are in eV/Å.

DFT (ωB97M-V/def2-TZVPD) results for an isolated molecule of C2H3O at a distorted geometry.

Max |F| in eV Å⁻¹: 1.7
ΔE to the lowest compared entry with this formula, charge and spin in kcal per mole: 6.33
HOMO-LUMO gap (alpha / beta) in hartree: 0.332 / 0.480
Energy in eV: -4167.6607
Multiplicity: 2
Lowest unoccupied orbital energy (alpha / beta) in eV: 1.233 / -0.166

Structure (XYZ):
```
6
Properties=species:S:1:pos:R:3:forces:R:3
O 1.96487 -0.82056 -0.32169 -0.87 0.55 0.13
C 0.82982 -0.94295 -0.09926 -1.00 0.54 0.16
C -0.53051 0.30436 0.08141 1.45 -0.90 -0.22
H -0.07980 1.29024 -0.07999 -0.17 -0.30 0.06
H -0.91487 0.14818 1.09523 0.24 0.03 -0.33
H -1.26951 0.02074 -0.67571 0.35 0.07 0.21
```
Forces are in eV/Å.

DFT (ωB97M-V/def2-TZVPD) results for the ion C2H3O2 with charge -1.

SMILES string: CC(=O)[O-]
Max |F| in eV Å⁻¹: 0.6
ΔE to the lowest compared entry with this formula, charge and spin in kcal per mole: 0.00
HOMO-LUMO gap in hartree: 0.309
Energy in eV: -6219.0125
Lowest unoccupied orbital energy in eV: 4.771
Net charge: -1

Structure (XYZ):
```
7
Properties=species:S:1:pos:R:3:forces:R:3
C 0.47501 0.34833 0.28433 -0.12 0.06 0.55
C -0.60364 -0.49904 -0.41661 -0.28 0.26 -0.36
O -1.76322 -0.32740 0.02396 -0.09 -0.09 0.14
O -0.23455 -1.23654 -1.35455 0.19 -0.17 -0.04
H 1.42612 0.37407 -0.23284 0.27 -0.33 -0.04
H 0.13553 1.37477 0.38224 -0.24 0.20 0.01
H 0.56475 -0.03419 1.31348 0.27 0.07 -0.27
```
Forces are in eV/Å.

DFT (ωB97M-V/def2-TZVPD) results for a structure of composition C2H3O2 at a distorted geometry.

Max |F| in eV Å⁻¹: 2.0
ΔE to the lowest compared entry with this formula, charge and spin in kcal per mole: 45.99
HOMO-LUMO gap in hartree: 0.355
Energy in eV: -6205.9080
Lowest unoccupied orbital energy in eV: -6.838
Net charge: +1

Structure (XYZ):
```
7
Properties=species:S:1:pos:R:3:forces:R:3
C -0.36918 -0.34032 1.29869 0.36 0.65 -1.83
C 0.32234 0.37781 -1.33664 0.32 0.34 1.98
O 0.91241 1.36033 -1.38762 -0.40 -0.71 -0.73
O 0.56418 -0.12787 1.89476 1.02 0.29 1.04
H -0.30255 0.25474 -0.06487 -0.27 -0.45 0.20
H -1.27417 -0.89524 1.32552 -1.12 -0.49 0.12
H 0.14697 -0.62945 -1.72984 0.09 0.37 -0.78
```
Forces are in eV/Å.

DFT (ωB97M-V/def2-TZVPD) results for an isolated molecule of C2H3O2P at a distorted geometry.

SMILES string: C=COP=O
Max |F| in eV Å⁻¹: 4.8
ΔE to the lowest compared entry with this formula, charge and spin in kcal per mole: 21.92
HOMO-LUMO gap in hartree: 0.389
Energy in eV: -15504.9922
Lowest unoccupied orbital energy in eV: 0.460

Structure (XYZ):
```
8
Properties=species:S:1:pos:R:3:forces:R:3
C -0.77956 -0.96529 -1.09089 0.09 0.05 -0.31
C -0.55513 -0.51120 0.09946 2.86 3.19 1.35
O 0.61127 0.79977 0.30897 -3.05 -3.41 -1.30
P 1.29044 1.35623 1.63494 -0.58 -0.63 -0.23
O 2.15652 2.41503 1.14316 0.77 0.83 0.28
H -1.50306 -1.76153 -1.19117 -0.09 -0.06 0.06
H -0.29979 -0.60520 -1.98255 0.18 0.17 -0.06
H -0.92070 -0.72781 1.07808 -0.17 -0.14 0.21
```
Forces are in eV/Å.

DFT (ωB97M-V/def2-TZVPD) results for a cluster of 2 separate species, C2H3O2P in total at a distorted geometry.

Max |F| in eV Å⁻¹: 4.9
ΔE to the lowest compared entry with this formula, charge and spin in kcal per mole: 112.08
HOMO-LUMO gap (alpha / beta) in hartree: 0.159 / 0.159
Energy in eV: -15501.0825
Lowest unoccupied orbital energy (alpha / beta) in eV: -2.520 / -2.519

Structure (XYZ):
```
8
Properties=species:S:1:pos:R:3:forces:R:3
C -0.83796 -0.82831 -0.09080 -2.53 -1.18 0.46
C 2.50332 -0.02588 -0.07493 -1.05 -4.58 -1.24
O 0.12761 -0.04435 -0.17922 2.53 1.62 -0.24
O 2.96818 -1.07094 -0.23580 -0.83 3.11 0.92
P -2.61362 -0.52360 -0.05230 1.87 -0.73 -0.15
H -0.63346 -1.91917 -0.02890 0.14 0.19 0.01
H 2.36528 0.99493 -0.35487 -0.17 0.97 0.21
H -2.50779 0.85431 -0.24875 0.05 0.60 0.03
```
Forces are in eV/Å.

DFT (ωB97M-V/def2-TZVPD) results for an isolated molecule of C2H3O2P at a distorted geometry.

SMILES string: O=CPC=O
Max |F| in eV Å⁻¹: 2.8
ΔE to the lowest compared entry with this formula, charge and spin in kcal per mole: 52.24
HOMO-LUMO gap in hartree: 0.343
Energy in eV: -15503.6771
Lowest unoccupied orbital energy in eV: -0.277

Structure (XYZ):
```
8
Properties=species:S:1:pos:R:3:forces:R:3
O -2.00613 0.16712 -1.31810 0.58 -0.17 1.07
C -1.41982 -0.01964 -0.26200 -1.52 -0.80 -1.34
P -0.22816 1.04356 0.50245 2.03 0.18 -0.67
C 1.30330 0.09702 -0.77129 -2.08 0.68 -1.69
O 2.42728 0.11091 -0.46359 0.79 -0.12 0.62
H -1.57767 -0.93606 0.32112 -0.27 -0.51 -0.10
H -0.56268 2.06810 -0.41561 0.47 0.14 -0.09
H 0.98178 -0.27393 -1.88058 0.01 0.60 2.21
```
Forces are in eV/Å.

> Among the records above, which one has the lowest energy?

number 2